{"formula": "C35H52N5O4P2PdS10Te", "method": "wB97M-V/def2-TZVPD", "symbols": ["Pd", "S", "C", "S", "C", "C", "S", "S", "S", "C", "N", "C", "P", "O", "O", "P", "O", "N", "C", "C", "N", "C", "C", "N", "C", "C", "H", "H", "H", "H", "H", "H", "H", "H", "H", "H", "H", "H", "H", "H", "H", "H", "H", "H", "H", "H", "H", "H", "H", "H", "C", "C", "O", "N", "Te", "C", "C", "C", "C", "C", "C", "C", "C", "C", "C", "C", "C", "C", "C", "C", "C", "C", "C", "H", "H", "H", "H", "H", "H", "H", "H", "H", "H", "H", "H", "H", "H", "H", "H", "H", "H", "H", "H", "H", "H", "H", "H", "H", "C", "S", "C", "C", "S", "S", "C", "S", "S", "H", "H", "H"], "positions_angstrom": [[0.194976, -0.395808, -1.434062], [5.004588, -5.491662, -0.407002], [3.729762, -4.496760, -0.712573], [2.518738, -4.117969, 0.447161], [1.583191, -3.015321, -0.529442], [2.027748, -2.815655, -1.797786], [1.282262, -1.811627, -3.002450], [3.476122, -3.686086, -2.220291], [0.172559, -2.264396, 0.122852], [-4.764394, 0.549675, 1.450805], [-3.555717, 0.217616, 0.714312], [-3.427821, -1.190482, 0.334200], [-2.525399, 1.325073, 0.090961], [-1.138531, 0.830767, 0.010264], [-3.077544, 1.712214, -1.398369], [-2.608067, 1.094156, -2.807344], [-1.169472, 0.808522, -2.969956], [-3.483147, -0.302591, -2.871630], [-4.935638, -0.267693, -2.767410], [-2.956760, -1.478910, -3.569734], [-3.104175, 2.292226, -3.819472], [-4.437605, 2.878893, -3.744055], [-2.439324, 2.445035, -5.115605], [-2.700867, 2.726106, 0.898630], [-1.555435, 3.295620, 1.624596], [-3.790550, 3.655381, 0.632179], [-4.909756, -0.186486, 2.244152], [-5.655423, 0.537054, 0.812155], [-4.671601, 1.526521, 1.917255], [-4.297999, -1.522529, -0.242793], [-3.348232, -1.808852, 1.232825], [-2.535499, -1.347091, -0.263306], [-5.256571, 0.549600, -2.121108], [-5.287913, -1.203193, -2.327611], [-5.419457, -0.155509, -3.745012], [-1.869753, -1.477674, -3.540877], [-3.292538, -1.526293, -4.611099], [-3.308861, -2.375132, -3.053558], [-4.824211, 2.827414, -2.727547], [-5.147898, 2.386488, -4.419784], [-4.380156, 3.933222, -4.024806], [-1.405613, 2.107168, -5.043151], [-2.438093, 3.502872, -5.386843], [-2.945807, 1.885912, -5.911416], [-0.717417, 2.603604, 1.623161], [-1.841557, 3.522687, 2.655097], [-1.221232, 4.213094, 1.134339], [-4.568159, 3.184282, 0.032302], [-3.427947, 4.531711, 0.088193], [-4.240166, 3.992034, 1.569591], [2.518122, 1.896638, -2.032966], [1.973008, 1.670298, -0.624712], [1.646502, 2.626312, 0.078224], [1.940305, 0.349559, -0.299477], [1.181476, 0.023379, 1.908816], [0.423811, 0.299838, 3.935436], [-0.812981, -0.243432, 4.298126], [-1.666953, -1.072452, 3.363288], [-1.291482, -0.037003, 5.592793], [-0.580678, 0.702242, 6.524791], [-1.100440, 0.906002, 7.923802], [0.630603, 1.266409, 6.130910], [1.143735, 1.090925, 4.851948], [2.453455, 1.754085, 4.495708], [2.916366, -1.031309, 2.479080], [4.160305, -0.570718, 2.034570], [4.386923, 0.767915, 1.373832], [5.279549, -1.374890, 2.245840], [5.203018, -2.590092, 2.906490], [6.405825, -3.480888, 3.051373], [3.965376, -2.987007, 3.401308], [2.812482, -2.245265, 3.185353], [1.505369, -2.800462, 3.692476], [3.306572, 2.649642, -1.977417], [1.710157, 2.295068, -2.650033], [2.891172, 0.984783, -2.484639], [-1.345212, -1.013114, 2.323652], [-2.709947, -0.741612, 3.404991], [-1.643441, -2.127174, 3.652788], [-2.249274, -0.467493, 5.875534], [-2.079715, 0.443365, 8.053900], [-1.193981, 1.968672, 8.159910], [-0.422540, 0.468652, 8.660604], [1.189259, 1.871712, 6.840740], [2.726545, 2.492575, 5.250711], [2.396030, 2.264139, 3.531566], [3.263215, 1.022071, 4.429476], [3.511663, 1.413904, 1.387741], [4.687588, 0.640873, 0.330934], [5.193977, 1.289784, 1.893803], [6.241734, -1.029965, 1.876821], [7.327970, -2.944995, 2.821942], [6.326762, -4.322801, 2.358204], [6.483599, -3.886300, 4.061920], [3.885829, -3.931508, 3.931596], [1.626966, -3.847133, 3.974868], [0.722697, -2.749026, 2.929737], [1.148298, -2.251215, 4.567420], [3.998194, 0.099875, -7.822450], [3.098385, -1.445403, -8.056634], [1.531433, -1.165493, -7.396160], [1.144006, -0.332060, -6.345650], [2.079208, 0.654382, -5.395627], [-0.565815, -0.470451, -5.935997], [-1.025635, -1.671293, -7.078610], [-2.521200, -2.308053, -7.225151], [0.298327, -2.155850, -8.103970], [4.829814, 0.030690, -8.523020], [4.363966, 0.202481, -6.805020], [3.372081, 0.950935, -8.084440]], "forces_ev_per_a": [[0.000, -0.030, 0.135], [-0.044, 0.015, -0.023], [0.081, 0.000, 0.034], [-0.032, -0.052, 0.038], [0.015, -0.001, -0.035], [-0.039, -0.031, -0.104], [0.151, 0.071, 0.053], [0.011, -0.021, -0.032], [0.002, -0.036, 0.080], [0.051, -0.059, -0.037], [-0.025, -0.111, 0.045], [-0.190, 0.087, 0.040], [-0.113, 0.133, -0.115], [0.034, -0.153, 0.093], [0.039, 0.038, 0.041], [-0.087, -0.054, -0.007], [0.122, 0.119, -0.027], [-0.048, -0.065, -0.012], [0.050, -0.007, -0.044], [-0.103, 0.023, 0.052], [-0.062, 0.041, -0.116], [0.074, -0.016, -0.052], [0.009, 0.000, 0.090], [0.085, 0.151, 0.050], [-0.137, -0.001, 0.007], [0.035, -0.043, 0.001], [0.007, -0.013, -0.001], [0.019, 0.000, -0.001], [0.009, 0.019, -0.004], [0.060, 0.040, 0.032], [-0.024, 0.039, -0.034], [0.082, -0.004, -0.050], [0.015, -0.018, -0.004], [0.011, -0.002, -0.004], [0.027, -0.004, 0.030], [0.001, 0.004, 0.005], [0.026, 0.017, 0.071], [-0.008, -0.002, 0.013], [0.033, -0.016, -0.026], [0.055, 0.018, 0.039], [0.019, -0.027, 0.004], [-0.137, 0.053, 0.022], [-0.015, -0.008, 0.029], [0.013, -0.001, 0.053], [-0.002, -0.022, -0.017], [0.003, -0.028, -0.045], [-0.018, -0.015, -0.012], [0.018, -0.013, 0.023], [0.024, -0.002, -0.014], [0.021, -0.005, 0.012], [0.013, 0.264, 0.125], [-0.007, 0.046, -0.196], [0.017, -0.116, 0.032], [-0.326, -0.069, -0.576], [0.116, 0.217, 0.558], [-0.182, -0.120, 0.141], [0.015, 0.013, -0.103], [-0.003, 0.033, 0.069], [-0.015, 0.068, 0.052], [-0.006, -0.016, -0.013], [-0.012, -0.005, 0.006], [-0.002, 0.016, -0.009], [0.023, -0.052, -0.104], [-0.041, -0.085, 0.006], [-0.011, -0.127, -0.061], [0.021, 0.085, -0.010], [0.095, -0.027, 0.054], [0.043, -0.007, 0.013], [0.003, 0.028, -0.008], [0.017, 0.020, -0.020], [-0.025, 0.004, 0.012], [-0.025, 0.036, 0.017], [0.005, 0.023, -0.010], [-0.029, -0.031, -0.002], [-0.006, -0.020, 0.002], [0.052, -0.131, -0.043], [0.016, 0.035, 0.045], [0.099, -0.016, 0.038], [0.012, 0.028, -0.006], [0.051, 0.013, -0.024], [0.042, 0.019, -0.016], [0.010, -0.040, -0.023], [-0.014, 0.013, -0.035], [-0.030, -0.037, -0.044], [-0.019, -0.047, -0.017], [-0.019, -0.012, -0.017], [-0.040, 0.005, -0.021], [0.054, -0.010, 0.064], [-0.041, -0.010, 0.053], [0.012, -0.024, -0.024], [-0.046, -0.013, 0.019], [-0.047, -0.012, 0.018], [-0.003, 0.019, 0.023], [-0.018, 0.013, -0.028], [-0.001, 0.030, -0.030], [0.011, 0.042, -0.012], [0.051, 0.015, 0.021], [0.024, 0.000, -0.042], [0.167, 0.054, -0.048], [0.036, 0.033, -0.023], [-0.025, -0.050, 0.060], [-0.100, -0.077, 0.030], [-0.080, 0.122, 0.118], [-0.022, -0.028, -0.110], [0.108, -0.028, 0.004], [-0.024, 0.003, -0.098], [-0.028, 0.006, 0.034], [0.003, -0.003, -0.010], [-0.020, -0.030, -0.139], [0.029, -0.068, 0.022]], "mulliken_charge": [0.80, -0.24, 0.08, 0.08, -0.22, 0.31, 0.05, -0.13, -0.77, -1.30, 1.53, -1.10, -1.56, 1.23, 0.22, -1.22, -0.15, 1.19, -1.15, -0.68, 0.52, -0.84, -0.83, 0.60, -0.43, -1.16, 0.41, 0.19, 0.36, 0.26, 0.44, -0.03, 0.23, 0.45, 0.25, 0.05, 0.12, 0.28, 0.12, 0.27, 0.38, 0.09, 0.39, 0.27, -0.16, 0.26, 0.28, 0.31, 0.31, 0.38, -1.34, 1.25, -0.65, -0.74, 0.58, -0.19, 1.18, -1.08, -0.73, 0.65, -1.63, -0.96, 0.82, -1.39, 1.19, 0.64, -2.28, -0.81, 0.66, -1.55, -0.78, 0.52, -1.37, 0.43, 0.22, 0.18, -0.68, 0.52, 0.39, 0.35, 0.35, 0.36, 0.34, 0.42, 0.46, 0.14, 0.24, 0.08, 0.42, 0.58, 0.37, 0.38, 0.22, 0.37, 0.37, 0.41, 0.06, 0.39, -0.83, -0.01, 0.23, -0.10, -0.26, 0.33, 0.00, -0.27, -0.17, 0.36, 0.29, 0.30], "homo_energy_ev": [-6.531, -6.666], "spin_multiplicity": 6, "max_force_ev_per_a": 0.66, "gap_ev": [6.23, 4.52], "total_energy_ev": -190484.36263}